1.
C10H38N8O9 | ωB97M-V/def2-TZVPD

XYZ file:
```
65
Properties=species:S:1:pos:R:3:forces:R:3
H 0.8865 -0.3714 2.0653 0.1 -0.7 1.7
H 1.9185 -2.8774 1.3053 -0.5 0.3 -0.6
N -0.3675 -1.7804 -2.2307 3.8 -1.7 2.6
H 2.6425 1.1446 -1.8807 -2.4 2.4 0.0
H 1.9385 1.6156 0.8813 -1.2 -0.2 0.1
N -1.5365 -0.7164 -3.7677 -4.6 2.3 -2.3
O -1.4255 1.9766 4.6453 -4.5 -1.6 -3.4
C -2.4755 1.5946 3.8713 8.5 3.9 4.9
N 1.2145 -0.6574 3.0323 -2.0 1.8 -2.4
H -0.2845 -2.5454 -1.5427 -0.4 0.7 -0.6
H 1.4345 2.5236 -5.5507 -0.6 -0.2 -0.4
H 4.0605 -3.3474 0.6883 1.4 0.4 2.0
N -2.5285 1.8516 2.6163 0.2 3.1 -5.9
O 0.3595 -0.1934 -0.0067 -0.5 -0.1 0.2
H -3.4235 1.7836 2.0573 1.8 0.2 1.0
O -2.6865 -2.0454 -2.2387 5.1 2.6 -1.9
H 1.5935 -2.8794 -0.5917 0.2 -0.3 1.5
H -0.9675 -0.5114 1.2993 0.6 -0.6 -1.2
H 0.3795 1.8816 1.7953 -0.2 -0.4 0.1
H -0.1835 -0.6274 -0.6657 0.0 -1.1 -0.2
H 4.0185 -0.6924 4.3653 0.2 0.0 0.2
H -2.0395 1.1156 -1.9997 0.3 0.0 -0.2
C -1.7535 -1.8384 2.5843 3.3 -8.2 -3.8
C -2.4225 2.0476 -2.3967 -0.6 0.4 0.0
N -2.2675 -1.8484 3.7633 -2.6 -1.8 5.6
H -2.4935 -0.2994 -4.0317 2.1 -1.3 0.7
N -3.3805 0.8406 4.2863 -6.0 -4.6 4.3
H -4.1365 0.4506 3.7193 0.5 0.6 0.1
C 0.9065 1.5466 -5.5317 2.1 1.4 0.0
H -0.8045 -0.2674 -4.2427 1.6 0.3 0.1
O 3.4075 -0.3834 1.8783 -4.7 -0.8 6.1
C 3.3065 0.3946 -2.0317 1.1 -1.4 -2.7
O 0.7905 1.1246 -4.2367 -5.9 -0.1 0.9
O -1.3355 -2.9964 2.0353 -1.4 4.8 2.0
C 0.8485 1.8956 0.8203 1.7 2.5 -2.1
H 2.3565 -0.9654 4.9633 1.1 0.0 -0.3
H 3.6615 0.2616 -1.0577 1.3 -0.9 1.3
H -2.5025 2.7896 -1.6197 0.5 0.4 0.7
H 0.4175 1.2526 -1.3917 0.1 1.1 1.2
H 4.0215 0.7306 -2.8247 0.0 -0.2 1.1
H -2.3165 -2.7624 4.3133 0.0 1.9 -1.6
H 2.5325 -1.6724 0.1013 0.0 2.4 0.5
H 0.8825 2.9696 0.4893 0.0 -0.5 0.6
C 2.2665 -2.6524 0.2873 0.0 -1.7 -1.2
N -1.5915 -0.6894 2.0423 -0.5 3.7 -1.4
O -3.7345 1.8826 -2.8917 -1.3 -1.1 -0.1
C 2.5465 -0.5774 3.0343 4.3 0.8 -6.3
N 3.0385 -0.8094 4.2113 0.8 -0.2 2.4
O 3.4465 -3.3894 0.0063 -1.1 -1.2 -2.3
H -4.2705 1.2746 -2.3177 1.1 0.8 -0.8
O 2.5795 -0.7164 -2.5767 0.2 -0.2 0.2
H -2.8295 -1.0644 4.1003 0.8 -0.8 -0.1
H 1.5865 1.1196 -3.8467 4.4 -0.3 2.2
H 1.5955 0.8256 -5.8607 0.7 -0.8 -2.3
H -0.9415 1.3776 -0.2497 -0.4 0.2 0.0
H -3.4565 0.5596 5.2823 0.4 0.8 -1.1
H -1.9585 0.1726 2.4173 0.2 -0.7 0.1
H -1.7195 2.4136 2.2343 -1.7 -0.8 0.6
H 0.7005 -0.2074 3.8323 0.7 -0.7 -1.3
H 0.5275 -1.3374 -2.4817 -0.7 -0.3 -0.2
C 0.1205 1.1786 -0.3027 0.9 -1.0 0.3
H -1.8025 2.4796 -3.1957 -0.1 -0.5 0.2
H 3.2075 -1.4424 -2.7147 -0.3 0.2 0.2
H -0.0305 1.5986 -6.0237 -0.8 -0.1 -0.5
C -1.5295 -1.5094 -2.7257 -7.1 -2.7 1.5
```
Forces are in eV/Å.

Output
- Orbital gap: 8.58 eV
- Strongest force on any atom: 10.58 eV/A
- SMILES string: NC(N)=O.NC(N)=O.NC(N)=O.NC(N)=O.CCO.CO.CO.CO.CO
- HOMO energy: -8.7 eV
- LUMO: -0.1581 eV
- Energy above the lowest of the compared OMol25 structures with the same formula, charge and spin: 563.6 kJ/mol

Which charges does Löwdin predict for the atoms? In e, they are: atom 1 (H): 0.08, atom 2 (H): 0.09, atom 3 (N): 0.16, atom 4 (H): 0.02, atom 5 (H): 0.09, atom 6 (N): 0.17, atom 7 (O): -0.09, atom 8 (C): -0.73, atom 9 (N): 0.15, atom 10 (H): 0.14, atom 11 (H): 0.10, atom 12 (H): 0.03, atom 13 (N): 0.13, atom 14 (O): -0.14, atom 15 (H): 0.17, atom 16 (O): -0.12, atom 17 (H): 0.08, atom 18 (H): 0.05, atom 19 (H): 0.05, atom 20 (H): 0.04, atom 21 (H): 0.12, atom 22 (H): 0.04, atom 23 (C): -0.69, atom 24 (C): -0.18, atom 25 (N): 0.15, atom 26 (H): 0.16, atom 27 (N): 0.15, atom 28 (H): 0.15, atom 29 (C): -0.14, atom 30 (H): 0.06, atom 31 (O): -0.18, atom 32 (C): -0.10, atom 33 (O): -0.11, atom 34 (O): -0.10, atom 35 (C): -0.07, atom 36 (H): 0.13, atom 37 (H): 0.07, atom 38 (H): 0.07, atom 39 (H): 0.12, atom 40 (H): 0.11, atom 41 (H): 0.16, atom 42 (H): 0.00, atom 43 (H): 0.09, atom 44 (C): -0.15, atom 45 (N): 0.19, atom 46 (O): -0.14, atom 47 (C): -0.55, atom 48 (N): 0.16, atom 49 (O): -0.11, atom 50 (H): 0.11, atom 51 (O): -0.13, atom 52 (H): 0.06, atom 53 (H): -0.01, atom 54 (H): 0.08, atom 55 (H): 0.08, atom 56 (H): 0.17, atom 57 (H): 0.04, atom 58 (H): 0.15, atom 59 (H): 0.14, atom 60 (H): 0.10, atom 61 (C): -0.29, atom 62 (H): 0.09, atom 63 (H): 0.10, atom 64 (H): 0.08, atom 65 (C): -0.66

---

2.
C10H38O14 | ωB97M-V/def2-TZVPD

XYZ file:
```
62
Properties=species:S:1:pos:R:3:forces:R:3
C -5.6424 -11.6444 21.0923 0.3 0.0 0.0
H -10.2534 -9.6440 28.8538 -0.6 -1.0 0.6
H -13.7194 -19.5518 23.5019 -0.3 -0.1 -0.3
C -13.1986 -12.3699 20.1679 0.3 -0.2 -0.4
H -11.1237 -11.7834 27.0731 -0.1 -0.2 0.0
C -10.3531 -10.2413 27.9475 -0.4 0.2 -1.7
H -8.8385 -10.8357 26.4323 -0.7 -0.2 -0.1
H -4.8721 -12.3117 21.4789 0.6 -0.1 -0.7
O -9.1597 -14.9700 16.8152 0.5 -0.8 0.6
H -8.2678 -10.7073 28.0358 -0.1 -0.1 0.3
H -9.3543 -20.9281 23.6956 -0.2 0.2 0.0
H -13.0493 -14.1914 18.0141 0.2 0.0 0.2
O -8.3968 -8.9266 27.0471 -1.0 -0.7 0.2
O -12.6945 -12.1238 21.4648 0.4 -0.6 0.6
O -5.6693 -10.5135 21.8866 0.1 1.7 1.1
H -8.7417 -22.2925 23.4614 0.0 -0.2 -0.1
H -13.9913 -22.4081 22.8214 -0.1 0.7 0.8
H -13.9461 -11.5878 20.0354 -1.0 -0.8 -0.5
H -7.5701 -15.9262 15.8850 0.7 -0.3 0.8
O -9.8555 -15.7522 23.7055 0.3 0.0 0.0
H -3.9270 -10.7568 18.4271 -0.3 0.0 0.0
C -8.4260 -16.2060 16.4992 -2.0 0.2 -0.6
H -9.1458 -17.3775 18.2597 -0.3 0.7 0.2
O -13.8569 -14.0279 18.5067 -0.5 -0.2 0.9
O -10.9633 -11.5826 27.9981 1.2 1.7 0.8
H -9.0544 -16.7355 15.7830 -0.2 -0.5 0.1
H -14.1710 -22.4083 21.1968 0.0 0.0 -0.6
O -4.0738 -10.9506 19.3558 1.9 0.5 0.9
C -5.4103 -11.1345 19.6720 -1.3 -2.7 -2.0
O -13.0261 -19.9420 22.9646 1.1 0.8 0.3
H -14.4498 -14.1509 20.5201 -0.3 0.0 -0.4
O -5.7409 -16.9778 24.9161 0.1 -0.2 0.0
H -5.7566 -11.9051 18.9833 -0.5 -0.4 -0.1
H -7.7683 -15.5149 18.6562 0.3 0.5 0.4
H -12.2306 -11.2857 21.4020 0.1 0.0 0.3
O -7.2981 -16.3479 18.5745 -0.6 -0.5 0.4
O -14.1537 -15.4459 25.5228 0.2 -0.1 -0.1
H -10.6286 -16.2786 23.9092 -0.2 -0.2 0.1
H -16.1000 -20.7629 21.9604 0.2 0.1 0.0
H -10.9826 -9.6360 27.2953 -0.2 0.2 0.0
H -8.0898 -9.0190 26.1422 0.1 0.4 0.0
C -8.9625 -10.2409 27.3372 1.7 -0.3 0.1
C -14.3696 -21.7480 22.0409 1.1 -0.9 -2.0
C -13.5818 -13.8879 19.9155 0.2 1.9 -0.4
H -12.7863 -14.5589 20.2394 0.3 0.2 0.0
H -5.3445 -9.8423 21.2820 0.1 0.6 0.8
H -5.9952 -10.2753 19.3438 -0.3 0.4 0.9
H -12.6261 -20.7623 21.1316 0.3 -0.3 0.6
H -6.5930 -16.5822 24.7325 -0.3 0.1 -0.1
H -14.7128 -14.7445 25.1885 -0.1 0.2 -0.1
H -9.0998 -14.3754 16.0639 0.1 -0.1 0.0
O -8.5536 -21.4329 23.8380 0.2 0.0 0.1
C -8.2213 -17.0640 17.7749 0.9 0.6 -1.9
O -15.7813 -21.6597 22.0862 -0.1 0.5 0.6
H -5.1391 -16.2356 24.9735 0.2 0.2 0.0
H -14.0209 -19.8216 21.1078 -0.4 0.5 0.2
H -12.4437 -12.0871 19.4342 0.3 -0.4 -0.3
H -6.5429 -12.2019 21.3499 -0.5 0.0 -1.1
H -10.2057 -14.9571 23.3038 -0.1 0.2 -0.1
H -14.7536 -16.0313 25.9851 -0.1 -0.2 0.2
C -13.4702 -20.4931 21.7665 -1.8 -1.3 0.4
H -7.8050 -18.0175 17.4498 0.5 0.1 0.0
```
Forces are in eV/Å.

Output
- Orbital gap: 9.99 eV
- Strongest force on any atom: 3.56 eV/A
- SMILES string: OCCO.OCCO.OCCO.OCCO.OCCO.O.O.O.O
- HOMO energy: -10.1 eV
- LUMO: -0.1316 eV
- Energy above the lowest of the compared OMol25 structures with the same formula, charge and spin: 394.2 kJ/mol

Which charges does Löwdin predict for the atoms? In e, they are: atom 1 (C): -0.25, atom 2 (H): 0.12, atom 3 (H): 0.09, atom 4 (C): -0.24, atom 5 (H): 0.07, atom 6 (C): -0.22, atom 7 (H): 0.11, atom 8 (H): 0.12, atom 9 (O): -0.10, atom 10 (H): 0.11, atom 11 (H): 0.02, atom 12 (H): 0.08, atom 13 (O): -0.08, atom 14 (O): -0.09, atom 15 (O): -0.07, atom 16 (H): 0.03, atom 17 (H): 0.12, atom 18 (H): 0.11, atom 19 (H): 0.12, atom 20 (O): -0.05, atom 21 (H): 0.09, atom 22 (C): -0.20, atom 23 (H): 0.12, atom 24 (O): -0.08, atom 25 (O): -0.07, atom 26 (H): 0.10, atom 27 (H): 0.10, atom 28 (O): -0.05, atom 29 (C): -0.28, atom 30 (O): -0.06, atom 31 (H): 0.11, atom 32 (O): -0.05, atom 33 (H): 0.11, atom 34 (H): 0.07, atom 35 (H): 0.08, atom 36 (O): -0.06, atom 37 (O): -0.05, atom 38 (H): 0.03, atom 39 (H): 0.08, atom 40 (H): 0.11, atom 41 (H): 0.07, atom 42 (C): -0.24, atom 43 (C): -0.24, atom 44 (C): -0.19, atom 45 (H): 0.11, atom 46 (H): 0.07, atom 47 (H): 0.12, atom 48 (H): 0.12, atom 49 (H): 0.02, atom 50 (H): 0.03, atom 51 (H): 0.07, atom 52 (O): -0.05, atom 53 (C): -0.23, atom 54 (O): -0.06, atom 55 (H): 0.03, atom 56 (H): 0.11, atom 57 (H): 0.11, atom 58 (H): 0.12, atom 59 (H): 0.02, atom 60 (H): 0.03, atom 61 (C): -0.25, atom 62 (H): 0.12

---

3.
C10H39BF4NO9 | ωB97M-V/def2-TZVPD

XYZ file:
```
64
Properties=species:S:1:pos:R:3:forces:R:3
H 1.4245 8.3410 -4.0792 -0.1 0.1 -0.2
C -2.7672 -0.4848 -3.8471 0.9 -0.8 0.2
H 2.9053 8.6701 -3.1883 0.3 -0.6 -0.1
H 2.4598 -3.3296 6.0180 0.1 -0.3 -0.1
F -0.2702 -1.0999 -0.0253 -0.7 -1.6 -1.9
O -0.8775 -8.4076 -2.2708 0.8 0.7 0.5
O -3.8911 -2.6116 3.0792 -0.2 -0.4 0.1
H 1.4130 8.7007 -2.3663 -0.4 -0.6 0.4
H 2.4710 -2.5151 -2.4518 0.1 0.1 0.0
H 2.8284 -1.2206 6.4676 0.1 0.3 -0.1
O 3.4334 0.4631 3.8963 0.2 -0.1 0.4
C 0.5653 -2.6519 6.7088 -0.4 1.0 0.4
H 0.5234 -6.8363 -1.6358 0.1 -0.7 0.3
H 0.3249 6.2153 -3.7948 -0.3 -0.1 -0.3
C -0.4668 -7.0228 -2.0514 -1.6 0.1 -0.5
O 1.5747 4.1053 2.4846 0.0 0.3 0.2
H 1.4765 2.7656 -2.5604 -0.3 0.0 0.1
H 1.4064 3.7291 -4.0256 -0.2 0.2 -0.1
H -1.2209 -5.3205 -1.0077 0.0 0.1 0.0
H 0.2020 -2.3345 7.6862 -0.5 0.4 -0.2
H -0.9810 4.3708 -3.2762 0.0 0.5 -0.4
C -1.5282 -6.3542 -1.1662 1.0 0.1 -0.1
H -3.0436 -2.2538 2.8145 0.3 0.2 -0.2
C -3.2845 -1.9587 -3.6384 1.6 1.8 -0.7
O 2.0792 6.7358 -2.9611 0.8 1.3 0.7
H 2.6506 4.0015 -2.8045 0.1 0.2 -0.1
H -3.2915 0.1759 -3.1568 -0.7 0.1 -0.6
H 0.4857 -1.8597 5.9643 -0.2 0.3 0.2
H -4.1819 -2.0394 3.7893 -0.1 0.2 0.1
F 1.5931 0.0582 0.4764 2.6 0.1 -0.7
H -0.3700 -8.7215 -3.0228 0.0 -0.1 0.0
C 1.5947 3.7756 -2.9530 0.7 0.1 0.5
H -2.6157 -2.7407 -3.9979 0.3 0.2 -0.7
H -2.0546 1.2403 2.4147 0.5 -0.1 -0.5
H 1.0158 4.8655 -1.1762 -0.1 -0.2 0.1
H 1.0778 3.4885 1.9471 -0.3 -0.3 -0.2
N -0.6830 4.3736 -2.3112 -0.6 0.0 0.2
H -2.4527 -1.9126 -1.9067 0.1 0.1 0.1
H 1.2665 -2.5298 -1.5348 -0.3 0.3 0.4
H -2.5082 1.2218 3.8589 0.1 0.0 0.2
C 1.9475 8.1519 -3.1417 0.3 0.0 -0.5
B 0.3126 -0.1881 0.7703 -1.6 1.4 1.9
C 0.7038 4.7880 -2.2177 1.2 -0.4 -1.4
H -0.7157 3.3802 -2.1319 -0.1 -0.2 0.7
H -2.5288 -6.3347 -1.5980 0.1 -0.3 0.0
H 2.4866 3.9650 2.2299 0.2 0.0 -0.1
H 2.1936 -3.6014 7.7436 0.0 -0.1 0.0
H -4.2219 -2.0797 -4.1813 -0.4 -0.1 0.8
H 3.8256 1.2555 3.5294 0.0 0.2 0.0
H 2.9983 0.0446 3.1535 -0.4 -0.1 -0.3
F 0.1617 -0.6005 2.0955 0.3 -0.6 1.1
H -0.4583 -6.5591 -3.0377 0.0 0.3 -0.1
H -1.7629 -0.3832 -3.4358 0.4 -0.5 0.1
O -3.3248 -2.1053 -2.2588 -1.4 -0.7 1.1
C 2.0299 -2.9020 6.9238 0.5 -1.4 -0.5
O 1.7686 -3.0823 -2.1339 0.0 -0.4 -0.2
O 2.7779 -1.7604 7.2598 -0.2 0.5 0.2
H 0.1788 6.7546 -2.1315 0.0 0.7 0.0
O -2.8382 1.2842 2.9626 -0.5 0.1 0.2
H -0.1139 -3.4267 6.3531 0.6 -0.5 0.1
C 0.8131 6.1967 -2.8204 -1.6 -0.8 0.5
H -2.6228 -0.1117 -4.8611 -0.7 0.0 -0.1
H -1.5031 -6.8179 -0.1800 -0.3 -0.1 0.0
F -0.3906 1.0407 0.7130 -0.5 0.8 -0.4
```
Forces are in eV/Å.

Output
- Orbital gap: 9.94 eV
- Strongest force on any atom: 2.84 eV/A
- Charge: -1
- HOMO energy: -7.5 eV
- LUMO: 2.4477 eV

Which charges does Löwdin predict for the atoms? In e, they are: atom 1 (H): 0.08, atom 2 (C): -0.08, atom 3 (H): 0.08, atom 4 (H): 0.11, atom 5 (F): 0.17, atom 6 (O): -0.10, atom 7 (O): -0.06, atom 8 (H): 0.08, atom 9 (H): 0.03, atom 10 (H): 0.08, atom 11 (O): -0.05, atom 12 (C): -0.09, atom 13 (H): 0.10, atom 14 (H): 0.12, atom 15 (C): -0.30, atom 16 (O): -0.05, atom 17 (H): 0.07, atom 18 (H): 0.08, atom 19 (H): 0.07, atom 20 (H): 0.07, atom 21 (H): 0.06, atom 22 (C): -0.08, atom 23 (H): 0.03, atom 24 (C): -0.32, atom 25 (O): -0.16, atom 26 (H): 0.07, atom 27 (H): 0.07, atom 28 (H): 0.08, atom 29 (H): 0.02, atom 30 (F): 0.17, atom 31 (H): 0.06, atom 32 (C): -0.06, atom 33 (H): 0.10, atom 34 (H): 0.01, atom 35 (H): 0.14, atom 36 (H): 0.03, atom 37 (N): 0.04, atom 38 (H): 0.08, atom 39 (H): 0.01, atom 40 (H): 0.02, atom 41 (C): -0.11, atom 42 (B): -1.42, atom 43 (C): -0.42, atom 44 (H): 0.07, atom 45 (H): 0.07, atom 46 (H): 0.02, atom 47 (H): 0.11, atom 48 (H): 0.10, atom 49 (H): 0.02, atom 50 (H): 0.02, atom 51 (F): 0.09, atom 52 (H): 0.10, atom 53 (H): 0.06, atom 54 (O): -0.08, atom 55 (C): -0.36, atom 56 (O): -0.06, atom 57 (O): -0.07, atom 58 (H): 0.12, atom 59 (O): -0.05, atom 60 (H): 0.07, atom 61 (C): -0.26, atom 62 (H): 0.06, atom 63 (H): 0.07, atom 64 (F): 0.07